This record from OMol25 describes a molecular structure, C23H42BeBr2CaClNO13S2. The level of theory is wB97M-V/def2-TZVPD.

Last column: Löwdin charge in e.
Element x y z (Å)
C: 1.247 -3.243 0.033  -0.15
C: 0.748 -2.555 -1.223  -0.53
S: 0.099 -0.903 -0.965  0.96
C: -1.364 -1.056 0.071  -0.45
N: -2.332 -2.072 -0.370  -0.08
C: -2.815 -2.111 -1.556  -0.01
C: -3.714 -3.271 -1.768  -0.10
C: -3.573 -4.081 -0.450  -0.17
C: -2.852 -3.134 0.495  -0.19
H: 2.232 -3.686 -0.129  0.10
H: 1.321 -2.605 0.917  0.09
H: 0.578 -4.274 0.359  -0.19
H: 0.045 -3.213 -1.743  0.06
H: 1.616 -2.417 -1.874  0.09
H: -1.038 -1.287 1.083  0.09
H: -1.830 -0.068 0.003  -0.07
H: -2.531 -1.382 -2.307  0.15
H: -3.239 -3.838 -2.578  0.14
H: -4.726 -3.008 -2.070  0.13
H: -4.542 -4.398 -0.064  0.10
H: -3.043 -5.005 -0.669  0.07
H: -2.111 -3.550 1.175  0.11
H: -3.590 -2.638 1.165  -0.02
Br: -0.315 -5.636 -0.023  0.53
O: 0.520 -1.535 -4.904  -0.04
H: 1.460 -1.734 -4.830  0.06
H: 0.207 -1.455 -4.000  -0.01
Be: -5.609 -1.773 0.881  0.41
O: 2.158 5.346 -5.231  0.13
C: 1.407 4.422 -5.323  -0.52
O: 1.916 3.175 -5.208  0.01
C: 1.105 2.029 -4.993  -0.25
C: 0.531 1.389 -6.237  -0.07
C: -0.065 4.602 -5.618  0.02
H: 0.315 2.267 -4.274  0.11
H: 1.775 1.323 -4.500  0.12
H: -0.152 2.053 -6.768  0.07
H: -0.010 0.497 -5.932  0.05
H: 1.317 1.111 -6.939  0.09
H: -0.201 4.657 -6.697  0.10
H: -0.378 5.544 -5.176  0.09
H: -0.697 3.814 -5.215  0.06
C: -2.529 2.686 5.056  -0.08
C: -1.451 2.004 4.507  -0.07
C: -1.666 0.947 3.632  -0.08
C: -2.959 0.574 3.301  -0.12
C: -4.042 1.255 3.851  -0.12
C: -3.828 2.313 4.730  -0.09
H: -2.358 3.503 5.744  0.12
H: -0.441 2.295 4.763  0.12
H: -0.819 0.418 3.213  0.11
H: -3.133 -0.252 2.619  0.07
H: -5.056 0.954 3.603  0.09
H: -4.669 2.837 5.167  0.11
O: 3.352 -5.318 2.296  -0.28
S: 3.552 -4.166 3.124  0.54
O: 3.766 -2.887 2.510  -0.29
O: 4.674 -4.460 4.179  -0.25
C: 5.963 -4.951 3.702  -0.22
C: 6.819 -3.854 3.111  -0.07
C: 2.226 -4.030 4.275  -0.12
H: 5.798 -5.764 2.994  0.12
H: 6.436 -5.377 4.582  0.13
H: 6.396 -3.473 2.182  0.07
H: 7.815 -4.243 2.900  0.09
H: 6.903 -3.017 3.804  0.09
H: 2.081 -4.993 4.757  0.08
H: 1.338 -3.748 3.713  0.06
H: 2.473 -3.261 5.002  0.08
C: -1.819 4.797 1.982  -0.10
C: -2.321 5.286 0.631  -0.14
O: -1.479 4.609 -0.273  0.06
C: -0.970 3.494 0.342  -0.63
O: -0.341 2.652 -0.190  0.15
O: -1.316 3.501 1.657  0.03
H: -2.590 4.740 2.750  0.13
H: -0.998 5.408 2.356  0.15
H: -3.395 5.020 0.448  0.05
H: -2.225 6.361 0.506  0.16
Br: -3.235 1.572 -0.754  0.11
O: 3.977 5.615 -0.494  -0.25
Cl: 3.798 5.530 -1.918  0.66
O: 4.788 4.673 -2.506  -0.22
O: 3.899 6.838 -2.486  -0.23
O: 2.495 4.958 -2.169  -0.26
Ca: -4.759 3.129 0.386  1.19

Forces on atoms 1 to 2 (eV/Å):
1.2 0.6 -0.3
-0.5 -0.9 0.7

- E: -245725.696 eV
- Charge: +2
- Lowest unoccupied orbital energy: -10.423 eV
- Energy relative to the best compared isomer or geometry (same formula, charge and spin): 0.0 kcal per mole

=====

This record from OMol25 describes a molecular structure, C23H42MoN2O3P2. The level of theory is wB97M-V/def2-TZVPD.

Last column: Löwdin charge in e.
Element x y z (Å)
P: 0.110 -2.312 -1.916  0.88
P: 1.312 0.967 -2.143  0.78
C: 0.506 -1.354 -3.429  -0.37
C: 1.744 -0.449 -3.371  -0.31
H: -0.403 -0.763 -3.614  0.07
H: 0.595 -2.056 -4.260  0.10
H: 2.689 -0.949 -3.107  0.09
H: 1.893 0.064 -4.319  0.10
C: 0.320 2.039 -3.305  -0.19
H: -0.007 2.938 -2.747  0.07
H: -0.557 1.508 -3.719  0.05
H: 1.045 2.353 -4.091  0.08
C: 2.587 2.234 -1.707  -0.21
H: 2.725 2.907 -2.571  0.07
H: 3.551 1.811 -1.375  0.06
H: 2.191 2.799 -0.837  0.07
C: -0.549 -3.852 -2.807  -0.15
H: -0.403 -4.773 -2.224  0.08
H: 0.080 -3.992 -3.707  0.07
H: -1.597 -3.814 -3.135  0.05
C: 1.689 -2.995 -1.464  -0.27
H: 2.352 -2.093 -1.469  -0.02
H: 1.967 -3.728 -2.243  0.10
H: 1.645 -3.404 -0.445  0.08
Mo: 1.199 -0.580 -0.564  1.19
C: -2.681 1.736 -0.797  -0.07
C: -3.173 1.432 -2.018  -0.13
C: -3.307 0.182 -2.784  -0.18
C: -4.209 -0.814 -2.010  -0.15
C: -3.414 -2.033 -1.902  -0.06
C: -2.489 -1.876 -0.919  -0.12
C: -1.664 -0.584 -0.728  -0.33
C: -2.177 0.600 0.108  -0.18
C: 2.952 -1.215 0.522  -0.14
H: -2.099 2.688 -0.688  0.13
H: -3.826 2.228 -2.462  0.13
H: -2.269 -0.225 -2.894  0.07
H: -3.711 0.466 -3.788  0.14
H: -4.370 -0.535 -0.941  0.14
H: -5.165 -0.910 -2.514  0.14
H: -3.560 -2.811 -2.677  0.14
H: -2.240 -2.658 -0.202  0.12
H: -1.298 -0.020 -1.595  0.04
H: -0.723 -0.917 -0.103  0.00
H: -2.815 0.265 0.956  0.14
H: -1.310 1.099 0.593  0.09
H: 3.265 -0.481 1.269  0.03
H: 3.728 -1.547 -0.184  0.04
H: 2.467 -2.086 1.038  0.04
C: -0.061 3.441 3.081  -0.08
C: 0.763 2.598 4.021  -0.18
C: 0.655 1.073 3.735  -0.28
C: 1.405 0.201 4.848  -0.14
C: 2.647 0.910 5.366  -0.08
C: -0.772 0.553 3.667  -0.38
O: -1.808 1.150 3.943  0.13
N: -0.762 -0.780 3.250  0.20
C: 0.031 -1.204 2.168  -0.52
O: -0.014 -2.387 1.820  0.06
N: 0.727 -0.159 1.542  -0.01
C: 1.265 0.828 2.359  -0.42
O: 2.202 1.539 1.974  0.05
H: 0.375 3.450 2.071  0.07
H: -0.074 4.475 3.441  0.09
H: -1.078 3.039 3.057  0.07
H: 1.826 2.864 3.905  0.12
H: 0.503 2.790 5.084  0.14
H: 0.677 0.014 5.666  0.14
H: 1.641 -0.792 4.417  0.12
H: 2.347 1.831 5.889  0.08
H: 3.201 0.271 6.065  0.09
H: 3.299 1.152 4.515  0.08
H: -1.592 -1.344 3.402  0.18

Forces on atoms 1 to 2 (eV/Å):
-0.2 -2.1 -2.2
0.9 3.2 -3.4

- E: -54064.708 eV
- Charge: +2
- Lowest unoccupied orbital energy (spin up / spin down): -8.862 / -8.518 eV
- Expectation value of S²: 2.0962
- Multiplicity: 3
- Energy relative to the best compared isomer or geometry (same formula, charge and spin): 30.0 kcal per mole

=====

This record from OMol25 describes a molecular structure, C23H42P. The level of theory is wB97M-V/def2-TZVPD.

Last column: Löwdin charge in e.
Element x y z (Å)
C: -5.722 1.701 0.264  -0.11
C: -4.278 1.287 0.012  -0.30
C: -3.339 1.882 1.061  -0.26
C: -1.879 1.570 0.737  -0.36
P: -1.571 -0.237 0.606  1.05
C: 0.051 -0.699 0.041  -0.27
C: 0.151 -1.433 -1.292  -0.23
C: -0.553 -2.806 -1.317  -0.26
C: -0.431 -3.525 -2.668  -0.10
C: -1.457 -0.638 2.412  -0.34
C: -1.482 -2.148 2.636  -0.28
C: -1.420 -2.541 4.117  -0.27
C: -0.140 -2.127 4.831  -0.11
H: -6.361 1.346 -0.549  0.08
H: -6.090 1.279 1.206  0.08
H: -5.807 2.792 0.316  0.08
H: -4.188 0.190 0.018  0.08
H: -3.958 1.623 -0.983  0.11
H: -3.459 2.975 1.091  0.12
H: -3.609 1.500 2.056  0.11
H: -1.629 2.000 -0.246  0.07
H: -1.220 1.977 1.513  0.07
H: 0.522 0.477 0.042  0.06
H: 0.602 -1.245 0.819  0.11
H: -0.249 -0.807 -2.109  0.13
H: 1.221 -1.581 -1.518  0.12
H: -0.122 -3.438 -0.527  0.11
H: -1.618 -2.670 -1.075  0.10
H: -0.892 -4.516 -2.598  0.08
H: -0.944 -2.968 -3.463  0.08
H: 0.619 -3.662 -2.953  0.08
H: -0.533 -0.178 2.800  0.09
H: -2.317 -0.160 2.910  0.09
H: -2.407 -2.564 2.211  0.11
H: -0.651 -2.620 2.097  0.09
H: -2.281 -2.094 4.625  0.11
H: -1.540 -3.627 4.173  0.11
H: -0.145 -2.509 5.854  0.08
H: 0.747 -2.528 4.330  0.08
H: -0.042 -1.040 4.882  0.06
C: 0.880 2.846 0.645  -0.07
C: 1.336 1.432 0.349  -0.11
C: 2.301 1.320 -0.792  -0.16
C: 3.446 0.506 -0.635  -0.21
C: 3.976 0.166 0.732  -0.03
C: 4.076 -0.015 -1.760  0.00
C: 3.649 0.322 -3.050  -0.25
C: 4.278 -0.330 -4.238  -0.04
C: 2.627 1.263 -3.193  0.01
C: 1.974 1.802 -2.086  -0.19
C: 0.911 2.830 -2.341  -0.03
H: 0.701 2.957 1.723  0.09
H: 1.676 3.556 0.374  0.11
H: -0.030 3.146 0.116  0.06
H: 1.789 1.062 1.278  0.11
H: 4.825 -0.523 0.646  0.09
H: 4.322 1.065 1.262  0.10
H: 3.231 -0.326 1.369  0.08
H: 4.910 -0.712 -1.633  0.13
H: 3.824 0.038 -5.162  0.08
H: 5.353 -0.119 -4.277  0.09
H: 4.163 -1.422 -4.198  0.09
H: 2.323 1.579 -4.196  0.13
H: 0.813 2.995 -3.422  0.09
H: -0.082 2.517 -1.988  0.08
H: 1.152 3.803 -1.886  0.09

Forces on atoms 1 to 2 (eV/Å):
0.0 -0.1 -0.1
-0.2 0.2 0.2

- E: -33812.815 eV
- Charge: +1
- Lowest unoccupied orbital energy: -5.249 eV